{
  "formula": "C18H17AsN10O5W",
  "method": "the ωB97M-V functional and the def2-TZVPD basis",
  "e_homo_ev": -14.6133,
  "lumo_energy_ha": -0.352,
  "e_above_lowest_kcal_mol": 8.1,
  "gap_ev": 5.0,
  "charge": 2,
  "e_tot_ev": -106727.3900,
  "elements": ["W", "O", "C", "C", "C", "N", "C", "C", "C", "O", "O", "C", "O", "O", "H", "H", "H", "N", "C", "N", "N", "N", "N", "C", "N", "N", "N", "N", "H", "C", "As", "C", "C", "C", "C", "C", "C", "C", "C", "H", "H", "H", "H", "H", "H", "H", "H", "H", "H", "H", "H", "H"],
  "xyz": [[0.122047, -0.163976, -0.354313], [-2.503368, 2.969635, 4.264033], [-2.019923, 2.288069, 3.257906], [-2.637176, 2.208842, 1.989683], [-2.014659, 1.462977, 1.029297], [-0.869002, 0.811855, 1.256700], [-0.266619, 0.899096, 2.454540], [-0.795990, 1.612993, 3.486174], [1.019434, 0.139265, 2.448888], [1.744457, -0.099048, 3.339681], [1.255827, -0.299363, 1.135107], [-2.443932, 1.293765, -0.395881], [-3.394113, 1.718450, -0.931955], [-1.462381, 0.522391, -1.040893], [-3.331842, 3.434427, 4.066337], [-3.558852, 2.731075, 1.763106], [-0.295399, 1.683330, 4.443262], [1.712168, 0.033322, -3.567911], [1.968717, 0.942533, -2.600894], [2.512298, 2.120250, -2.702669], [2.433366, 2.659881, -1.465071], [1.895584, 1.882541, -0.616833], [1.599165, 0.701273, -1.308618], [0.820671, -0.973129, -3.338779], [0.313510, -1.730163, -4.260794], [-0.575469, -2.506926, -3.619800], [-0.618800, -2.270224, -2.373788], [0.312781, -1.266799, -2.105440], [1.944580, 0.261328, -4.528116], [-1.317558, -2.327134, 2.221631], [-0.555714, -2.654990, 0.471252], [1.169140, -3.452549, 0.787252], [-1.718314, -4.003939, -0.385494], [-1.996622, -5.070585, 0.619804], [-3.134743, -5.008935, 1.425821], [-3.396100, -6.010671, 2.344692], [-2.520498, -7.083441, 2.468176], [-1.393703, -7.161680, 1.661696], [-1.132545, -6.159615, 0.740045], [-1.567553, -3.297240, 2.649586], [-2.223051, -1.729806, 2.128304], [-0.593858, -1.838792, 2.869860], [0.995466, -4.460049, 1.161841], [1.717874, -2.865705, 1.519969], [1.724015, -3.497034, -0.148886], [-1.153459, -4.341574, -1.248425], [-2.600905, -3.472263, -0.735494], [-3.832883, -4.186746, 1.308635], [-4.289303, -5.966573, 2.952876], [-2.728239, -7.870171, 3.180691], [-0.729382, -8.011658, 1.736879], [-0.274545, -6.246919, 0.082233]],
  "forces_ev_per_angstrom": [[0.5, -0.4, -0.2], [0.0, 0.0, 0.0], [0.0, 0.0, 0.0], [0.0, 0.0, 0.0], [0.0, 0.0, 0.0], [0.1, 0.1, 0.0], [0.0, 0.0, 0.0], [0.0, 0.0, 0.0], [0.1, 0.1, 0.0], [0.0, 0.0, 0.0], [-0.2, -0.2, 0.0], [0.0, 0.2, 0.2], [0.0, -0.1, -0.1], [-0.2, 0.1, -0.2], [0.0, 0.0, 0.0], [0.0, 0.0, 0.0], [0.0, 0.0, 0.0], [0.1, 0.2, 0.0], [0.0, -0.4, 0.1], [0.1, 0.1, 0.1], [0.1, 0.1, 0.0], [-0.1, -0.1, -0.2], [-0.4, 0.2, 0.0], [0.3, 0.3, 0.2], [-0.1, -0.2, -0.2], [-0.3, -0.3, 0.2], [0.5, 0.2, -0.2], [-0.4, 0.2, 0.4], [0.0, 0.0, 0.0], [0.1, 0.1, 0.0], [0.0, -0.2, -0.1], [0.0, 0.0, -0.1], [-0.1, 0.1, 0.0], [0.0, -0.1, 0.0], [0.0, 0.0, 0.0], [0.0, 0.0, 0.0], [0.0, 0.0, 0.0], [0.0, 0.0, 0.0], [0.0, 0.0, 0.0], [0.0, 0.0, 0.0], [0.0, 0.0, 0.0], [0.0, 0.0, 0.0], [0.0, 0.0, 0.0], [0.0, 0.0, 0.0], [0.0, 0.0, 0.0], [0.0, 0.0, 0.0], [0.0, 0.0, 0.0], [0.0, 0.0, 0.0], [0.0, 0.0, 0.0], [0.0, 0.0, 0.0], [0.0, 0.0, 0.0], [0.0, 0.0, 0.0]],
  "nbo_charge": [2.02, -0.56, 0.44, -0.24, 0.13, -0.54, 0.12, -0.21, 0.76, -0.38, -0.65, 0.76, -0.37, -0.64, 0.52, 0.28, 0.30, -0.53, 0.52, -0.27, 0.07, -0.12, -0.48, 0.50, -0.27, 0.04, -0.13, -0.50, 0.48, -0.96, 1.24, -0.95, -0.63, -0.14, -0.15, -0.21, -0.16, -0.19, -0.20, 0.29, 0.25, 0.24, 0.28, 0.27, 0.27, 0.28, 0.27, 0.21, 0.24, 0.24, 0.24, 0.22]
}

{
  "formula": "O4S",
  "method": "the ωB97M-V functional and the def2-TZVPD basis",
  "e_homo_ev": 1.0167,
  "lumo_energy_ha": 0.278,
  "e_above_lowest_kcal_mol": 5.3,
  "gap_ev": 6.5,
  "charge": -2,
  "smiles": "O=S(=O)([O-])[O-]",
  "e_tot_ev": -19023.6516,
  "elements": ["O", "S", "O", "O", "O"],
  "xyz": [[0.286055, -0.593145, -1.371989], [0.009812, -0.026403, -0.028558], [0.400144, -1.049591, 1.060953], [-1.484695, 0.306833, 0.093191], [0.788685, 1.362306, 0.246403]],
  "forces_ev_per_angstrom": [[0.3, 0.3, 0.1], [-0.3, 2.2, 2.7], [-0.4, 1.5, -1.6], [1.7, -0.6, -0.2], [-1.4, -3.4, -1.0]],
  "nbo_charge": [-1.10, 2.47, -1.12, -1.12, -1.13]
}

{
  "formula": "CH3NO",
  "method": "the ωB97M-V functional and the def2-TZVPD basis",
  "e_homo_ev": -10.0072,
  "lumo_energy_ha": 0.038,
  "e_above_lowest_kcal_mol": 23.7,
  "gap_ev": 11.0,
  "smiles": "NC=O",
  "e_tot_ev": -4622.3915,
  "elements": ["N", "C", "O", "H", "H", "H"],
  "xyz": [[-0.159555, 0.612361, -0.627870], [0.353886, -0.367443, 0.563291], [1.084112, -1.204219, 0.266503], [-1.056304, 0.911049, -0.235397], [-0.184287, 0.195562, -1.547985], [-0.037853, -0.147310, 1.581459]],
  "forces_ev_per_angstrom": [[0.4, -1.3, 4.8], [-2.9, 4.2, -3.5], [2.5, -3.0, 0.0], [0.1, 0.2, -1.0], [-0.1, -0.4, 0.3], [0.0, 0.3, -0.5]],
  "nbo_charge": [-0.91, 0.56, -0.52, 0.36, 0.38, 0.13]
}

{
  "formula": "C7H9MnNO5",
  "method": "the ωB97M-V functional and the def2-TZVPD basis",
  "e_homo_ev": [-23.3745, -23.3980],
  "lumo_energy_ha": [-0.497, -0.601],
  "e_above_lowest_kcal_mol": 0.0,
  "gap_ev": [9.9, 7.1],
  "charge": 3,
  "multiplicity": 5,
  "e_tot_ev": -50415.1934,
  "elements": ["Mn", "O", "C", "C", "O", "C", "O", "C", "O", "H", "H", "C", "N", "C", "C", "O", "H", "H", "H", "H", "H", "H", "H"],
  "xyz": [[-1.326890, -0.433370, -1.833125], [1.194118, -1.958351, -2.289998], [0.164277, -1.397531, -2.271941], [-2.675630, 0.606749, -1.115441], [-3.324428, 1.272426, -0.419537], [-2.075308, -1.948493, -1.085870], [-2.395359, -2.839297, -0.403324], [-0.445658, 1.088468, -2.354713], [0.205803, 2.041027, -2.482973], [-2.634061, -0.942158, -5.019710], [-3.210220, -0.525932, -4.775588], [0.457167, -0.047333, 2.872524], [1.344909, 0.404994, 1.821079], [2.631814, 0.971859, 2.228292], [0.951565, 0.318384, 0.539349], [-0.168670, -0.151404, 0.231166], [0.980185, 0.122455, 3.799387], [0.255157, -1.112250, 2.821257], [-0.461569, 0.527172, 2.929901], [3.471376, 0.390380, 1.784153], [2.712981, 2.038668, 1.916405], [2.665808, 0.899938, 3.329799], [1.682635, 0.673598, -0.221091]],
  "forces_ev_per_angstrom": [[-0.8, -0.1, -1.0], [-5.8, 3.1, -0.1], [8.7, -5.3, -0.9], [-5.6, 5.1, 5.0], [3.0, -3.2, -3.6], [-3.1, -7.5, 5.2], [1.6, 4.7, -3.9], [4.7, 7.5, -1.7], [-3.1, -4.5, 0.5], [0.0, 0.0, 0.1], [0.1, 0.0, 0.1], [0.8, 0.2, 0.9], [0.3, 0.2, 2.4], [-0.1, -0.2, 0.5], [-1.3, -0.5, -2.9], [1.8, 0.8, 0.5], [0.0, 0.0, 0.3], [-0.3, -0.4, -0.5], [-0.5, 0.1, -0.5], [-0.3, 0.3, -0.1], [0.0, -0.4, -0.1], [0.2, 0.2, -0.7], [-0.3, -0.1, 0.5]],
  "lowdin_spin": [2.87, 0.02, -0.01, -0.01, 0.03, -0.01, 0.02, -0.01, 0.02, 0.00, 0.00, 0.07, 0.45, 0.09, 0.03, 0.26, 0.00, 0.03, 0.03, 0.04, 0.04, 0.00, 0.00]
}

{
  "formula": "C13H24Cl2EuNO4P2",
  "method": "the ωB97M-V functional and the def2-TZVPD basis",
  "e_homo_ev": [-15.4125, -15.4120],
  "lumo_energy_ha": [-0.330, -0.225],
  "e_above_lowest_kcal_mol": 0.0,
  "gap_ev": [6.4, 9.3],
  "charge": 2,
  "multiplicity": 7,
  "e_tot_ev": -86490.5900,
  "elements": ["Eu", "P", "C", "C", "N", "C", "C", "C", "C", "C", "P", "H", "H", "H", "H", "H", "H", "H", "H", "O", "H", "H", "O", "H", "C", "H", "H", "H", "C", "H", "H", "H", "C", "H", "H", "H", "C", "H", "H", "H", "Cl", "C", "Cl", "C", "O", "O", "H"],
  "xyz": [[-0.783634, -0.847065, 0.433869], [1.328137, 0.114058, 2.382103], [0.843349, 1.861908, 1.973235], [1.041018, 2.288239, 0.541755], [0.599617, 1.432560, -0.411726], [0.757834, 1.823032, -1.696797], [1.285144, 3.061587, -2.061336], [1.671235, 3.962770, -1.073139], [1.545054, 3.561161, 0.259485], [0.414862, 0.861199, -2.814493], [-0.778910, -0.486491, -2.413075], [1.811638, 4.220247, 1.098185], [1.374586, 3.290347, -3.130734], [2.049559, 4.947223, -1.330638], [0.041641, 1.450156, -3.669013], [1.335900, 0.328431, -3.115967], [-0.252744, 1.913698, 2.194273], [1.394241, 2.541502, 2.634430], [-3.247797, 0.027952, 0.858462], [-2.539641, 0.600697, 1.320342], [-3.010037, 1.412607, 1.600371], [-3.259919, -2.052260, 0.109696], [-3.546704, -1.161266, -0.198509], [-4.327947, -1.307823, -0.768038], [-2.312116, 0.402036, -2.870675], [-2.340335, 0.555921, -3.959883], [-3.174426, -0.192241, -2.547779], [-2.368680, 1.362690, -2.339328], [-0.536433, -1.547941, -3.865959], [-1.065742, -2.491593, -3.671184], [-0.914069, -1.077067, -4.785167], [0.534667, -1.786291, -3.941332], [3.146166, 0.258815, 2.412292], [3.503951, 0.849267, 3.268604], [3.554635, -0.754972, 2.478898], [3.506351, 0.685505, 1.471393], [0.996038, 0.175288, 4.177695], [1.015078, -0.860221, 4.542403], [1.745750, 0.766264, 4.722498], [-0.014020, 0.565372, 4.366514], [-0.426808, -5.236775, 2.908238], [0.077590, -4.962645, 1.236154], [-0.687852, -6.055961, 0.073162], [-0.300827, -3.518170, 0.891323], [0.679671, -2.709444, 0.785760], [-1.523016, -3.168815, 0.746151], [1.157945, -5.103489, 1.177478]],
  "forces_ev_per_angstrom": [[1.2, -0.3, 0.6], [0.0, 1.4, 0.4], [-0.5, 0.1, 0.0], [-0.3, 0.3, 0.2], [0.2, 0.0, -0.2], [0.0, -0.2, -0.2], [0.0, 0.0, 0.0], [-0.2, -0.4, 0.2], [0.1, -0.2, 0.0], [0.4, -0.1, 0.3], [-0.1, 1.2, -1.3], [-0.1, -0.3, -0.6], [0.0, 0.0, 0.6], [0.0, -0.1, 0.0], [0.2, -0.5, 0.1], [-0.2, 0.4, 0.0], [0.7, 0.2, 0.1], [-0.4, -0.1, 0.0], [0.6, 0.9, 0.7], [-1.0, -0.4, -0.5], [0.6, -0.5, 0.0], [-0.7, 0.1, -0.2], [0.3, -1.2, -0.1], [0.4, 0.1, 0.3], [-0.5, -0.2, 0.5], [0.0, 0.0, 0.4], [0.1, 0.2, -0.4], [0.0, -0.2, -0.2], [0.1, -0.9, 0.4], [0.1, 0.2, -0.4], [0.2, -0.1, 0.4], [-0.3, 0.0, -0.2], [0.3, -0.7, -0.6], [-0.3, -0.1, -0.3], [0.1, 0.2, 0.1], [0.0, 0.0, 0.1], [-0.5, -0.7, 0.2], [0.1, 0.3, 0.2], [-0.3, -0.1, -0.3], [0.3, -0.1, 0.0], [0.0, 0.0, -0.1], [-0.3, 0.1, -0.2], [0.1, 0.1, 0.2], [0.6, -0.5, 0.0], [-1.5, 0.5, -0.3], [0.9, 1.2, -0.1], [-0.3, 0.2, 0.0]],
  "lowdin_spin": [6.10, -0.02, 0.00, 0.00, -0.01, 0.00, 0.00, 0.00, 0.00, 0.00, -0.01, 0.00, 0.00, 0.00, 0.00, 0.00, 0.00, 0.00, 0.00, -0.01, 0.00, 0.00, 0.00, 0.00, 0.00, 0.00, 0.00, 0.00, 0.00, 0.00, 0.00, 0.00, 0.00, 0.00, 0.00, 0.00, 0.00, 0.00, 0.00, 0.00, 0.00, 0.00, 0.00, 0.00, -0.02, -0.01, 0.00]
}

{
  "formula": "C28H27BIrN6",
  "method": "the ωB97M-V functional and the def2-TZVPD basis",
  "e_homo_ev": [-14.8676, -14.7662],
  "lumo_energy_ha": [-0.287, -0.372],
  "e_above_lowest_kcal_mol": 2.6,
  "gap_ev": [7.1, 4.6],
  "charge": 2,
  "multiplicity": 2,
  "e_tot_ev": -41914.4086,
  "elements": ["Ir", "C", "C", "C", "C", "N", "C", "N", "C", "N", "C", "N", "C", "C", "C", "C", "C", "N", "C", "C", "C", "C", "C", "C", "H", "H", "H", "H", "H", "H", "H", "H", "H", "H", "H", "H", "C", "C", "C", "C", "C", "C", "C", "C", "C", "H", "H", "H", "H", "H", "H", "H", "H", "H", "H", "H", "H", "B", "C", "N", "H", "H", "H"],
  "xyz": [[1.222531, -0.629112, -0.297433], [0.594219, -4.327676, -2.298858], [-0.709965, -4.713711, -2.002941], [-1.504689, -3.863814, -1.267444], [-1.002431, -2.636428, -0.822252], [0.259552, -2.277105, -1.121604], [1.034526, -3.109135, -1.836229], [-1.873461, -1.859188, -0.094975], [-1.604681, -0.776225, 0.522598], [-0.380148, -0.096560, 0.593346], [-0.463038, 0.966892, 1.466704], [0.482064, 1.752480, 1.860517], [1.817601, 1.615271, 1.626286], [2.662927, 2.461031, 2.360371], [4.027922, 2.341821, 2.248972], [4.551873, 1.367102, 1.403390], [3.678588, 0.574375, 0.691178], [2.345207, 0.705914, 0.775666], [-1.860100, 1.054453, 1.908665], [-2.473764, 1.946655, 2.763468], [-3.827484, 1.744344, 3.021993], [-4.521669, 0.681032, 2.450747], [-3.890603, -0.221814, 1.597896], [-2.552948, -0.007835, 1.338559], [1.260475, -4.961549, -2.865629], [-1.092558, -5.666205, -2.343643], [-2.523742, -4.108955, -1.004769], [2.049902, -2.777438, -2.027923], [2.198456, 3.175335, 3.025049], [4.683774, 2.984017, 2.820957], [5.617180, 1.219418, 1.300213], [4.045132, -0.204541, 0.032747], [-1.924681, 2.760064, 3.217822], [-4.348431, 2.419858, 3.686535], [-5.569866, 0.549224, 2.681525], [-4.420961, -1.059044, 1.165372], [-1.972689, -0.536529, -3.177780], [-0.980902, 0.375981, -2.520685], [-1.371419, 1.558145, -1.928341], [-0.445338, 2.460648, -1.384388], [-0.896274, 3.751935, -0.769856], [0.900488, 2.143734, -1.455659], [1.370442, 0.977506, -2.110510], [2.817370, 0.848588, -2.513460], [0.407224, 0.071113, -2.582366], [-2.288637, -0.106872, -4.131244], [-2.869981, -0.653762, -2.568572], [-1.551295, -1.518626, -3.390567], [-2.428375, 1.803426, -1.901512], [-1.198394, 4.445798, -1.556808], [-0.106572, 4.222980, -0.187825], [-1.765799, 3.599799, -0.128397], [1.627752, 2.851732, -1.072822], [2.933094, 1.148689, -3.556433], [3.179505, -0.186042, -2.452482], [3.460639, 1.486774, -1.910967], [0.712588, -0.761561, -3.205409], [0.557797, -2.663498, 3.473171], [1.224821, -2.274670, 2.157190], [1.633924, -1.909350, 1.119997], [1.162857, -2.185663, 4.392427], [-0.524142, -2.114967, 3.281669], [0.424603, -3.858257, 3.504758]],
  "forces_ev_per_angstrom": [[-0.3, -0.9, -0.2], [-0.1, -0.1, 0.0], [0.1, -0.1, -0.1], [-0.1, 0.1, 0.1], [0.0, -0.2, -0.1], [0.1, 0.1, 0.0], [0.0, 0.1, 0.1], [0.1, -0.1, 0.0], [-0.3, 0.3, 0.2], [0.7, 0.0, 0.0], [-0.7, -0.3, -0.3], [0.3, 0.1, 0.2], [0.0, 0.1, 0.0], [-0.2, 0.0, 0.0], [0.3, -0.1, -0.1], [0.0, 0.2, 0.2], [-0.4, -0.1, -0.1], [0.1, 0.1, -0.2], [0.1, 0.0, 0.0], [0.0, 0.0, 0.0], [0.1, 0.0, 0.0], [0.0, 0.0, 0.0], [0.0, 0.0, 0.0], [0.1, 0.0, -0.1], [0.0, 0.0, 0.0], [0.0, 0.0, 0.0], [0.0, 0.0, 0.0], [0.0, 0.0, 0.0], [0.0, 0.0, 0.0], [0.0, 0.0, 0.0], [0.0, 0.0, 0.0], [0.0, 0.0, 0.0], [0.0, 0.0, 0.0], [0.0, 0.0, 0.0], [0.0, 0.0, 0.0], [0.0, 0.0, 0.0], [-0.1, 0.1, -0.1], [0.2, 0.1, 0.0], [-0.1, -0.3, -0.2], [0.7, 0.0, 0.2], [-0.2, 0.0, 0.0], [-0.2, 0.4, -0.3], [-0.1, 0.2, 0.5], [0.0, -0.1, 0.0], [-0.4, 0.4, -0.2], [0.0, 0.0, 0.0], [0.0, 0.0, 0.0], [0.0, 0.0, 0.0], [0.0, 0.0, 0.0], [0.0, 0.0, 0.0], [0.0, 0.0, 0.0], [0.0, 0.0, 0.0], [0.0, 0.0, 0.0], [0.0, 0.0, 0.0], [0.0, 0.0, 0.0], [0.0, 0.0, 0.0], [0.1, 0.0, 0.1], [-0.1, -0.1, 0.2], [0.1, 0.0, -0.2], [0.2, -0.1, 0.5], [0.0, 0.0, 0.0], [0.0, 0.0, 0.0], [0.0, 0.0, 0.0]],
  "lowdin_spin": [0.14, 0.04, 0.00, 0.05, -0.01, 0.02, 0.01, 0.14, -0.02, 0.23, -0.02, 0.21, 0.00, 0.08, -0.01, 0.08, 0.02, 0.04, -0.01, -0.01, -0.01, -0.01, -0.01, -0.01, 0.00, 0.00, 0.00, 0.00, 0.00, 0.00, 0.00, 0.00, 0.00, 0.00, 0.00, 0.00, 0.00, 0.01, 0.00, 0.00, 0.00, -0.01, 0.00, 0.00, 0.02, 0.00, 0.00, 0.00, 0.00, 0.00, 0.00, 0.00, 0.00, 0.00, 0.00, 0.00, 0.00, 0.00, 0.00, 0.01, 0.00, 0.00, 0.00]
}